A:
Below is an isolated ion of composition C3H7N2S and charge +1, with properties calculated with the ωB97M-V functional and the def2-TZVPD basis.

Each line ends with the Mulliken charge.
Geometry (Å):
1 C -0.945 1.106 -0.467  0.0245
2 C -1.262 -0.596 -0.526  -0.6294
3 C 0.708 -0.002 0.755  -0.3528
4 N -0.082 1.201 0.535  -0.1422
5 N -0.298 -1.102 0.387  -0.1273
6 S 2.240 0.041 -0.419  -0.0800
7 H -1.631 1.896 -0.971  0.3620
8 H -1.135 -0.805 -1.602  0.2774
9 H 0.960 -0.176 1.855  0.3669
10 H 0.333 2.216 0.590  0.3334
11 H -0.727 -1.465 1.287  0.3969
12 H 0.336 -1.884 0.073  0.3800
13 H 1.503 -0.429 -1.498  0.1905

Orbital gap (alpha / beta) ... 8.32 / 8.32 eV
LUMO energy (alpha / beta) ... -4.487 / -4.488 eV
SMILES ... S[C@H]1NC=C[NH2+]1
Spin multiplicity ... 1
Net charge ... +1

B:
Below is an isolated ion of composition C3H7N2S and charge +1, with properties calculated with the ωB97M-V functional and the def2-TZVPD basis.

Each line ends with the Mulliken charge.
Geometry (Å):
1 C -0.026 -1.147 0.688  -0.3793
2 C -1.122 -0.728 -0.230  -0.4114
3 C 0.935 0.903 -0.232  0.0169
4 N 1.133 -0.322 0.117  -0.1416
5 N -0.158 1.550 0.042  -0.1563
6 S -1.252 -1.023 -1.830  -0.0356
7 H -0.076 -0.719 1.722  0.2812
8 H 0.452 -2.107 0.774  0.3751
9 H -2.142 -0.357 0.257  0.3790
10 H 1.648 1.379 -0.905  0.3515
11 H 1.846 -0.818 -0.373  0.2845
12 H -0.323 2.456 -0.296  0.2620
13 H -0.915 0.934 0.265  0.1742

Orbital gap ... 8.02 eV
LUMO energy ... -5.414 eV
SMILES ... [NH2+]=CNCC=S
Spin multiplicity ... 1
Net charge ... +1

C:
Below is C3H7N2S as an isolated structure, with properties calculated with the ωB97M-V functional and the def2-TZVPD basis.

Each line ends with the Mulliken charge.
Geometry (Å):
1 C -0.946 -0.547 0.084  -0.0812
2 C -2.665 0.703 -0.053  -0.4279
3 C 2.657 -0.476 0.554  -0.6316
4 N -1.420 0.354 -0.760  -0.0494
5 N 1.807 0.128 -0.295  -0.1277
6 S -2.162 -0.428 1.349  0.0385
7 H -3.077 1.661 0.159  0.3804
8 H -3.468 0.068 -0.643  0.2811
9 H 3.524 -0.781 0.073  0.3867
10 H 2.188 -1.215 1.155  0.3002
11 H 2.973 0.222 1.343  0.3080
12 H -1.316 0.582 -1.791  0.3098
13 H 1.905 -0.272 -1.174  0.3130

Orbital gap (alpha / beta) ... 5.84 / 5.85 eV
LUMO energy (alpha / beta) ... -7.726 / -7.722 eV
Spin multiplicity ... 1
Net charge ... +1

D:
Below is an isolated ion of composition C3H7N2S and charge +1, with properties calculated with the ωB97M-V functional and the def2-TZVPD basis.

Each line ends with the Mulliken charge.
Geometry (Å):
1 C 0.089 0.729 0.031  0.6801
2 C 0.507 -1.994 -0.155  -0.4539
3 C 0.570 -0.683 -0.780  -0.3059
4 N 0.688 0.966 1.145  -0.2904
5 N -0.957 1.354 -0.335  -0.3626
6 S 2.083 -1.274 -0.157  -0.1318
7 H 0.083 -2.241 0.763  0.3014
8 H 0.527 -2.946 -0.847  0.2818
9 H 0.313 -0.659 -1.877  0.3703
10 H 1.435 0.200 1.303  0.1826
11 H 0.417 1.831 1.493  0.2224
12 H -1.322 1.284 -1.348  0.2821
13 H -1.397 2.050 0.243  0.2239

Orbital gap ... 10.34 eV
LUMO energy ... -3.387 eV
SMILES ... NC(=[NH2+])[C@@H]1CS1
Spin multiplicity ... 1
Net charge ... +1

What should be chosen as the least stable of them? Choose C.

A:
Below is an isolated ion of composition C5H13N2 and charge +2, with properties calculated with the ωB97M-V functional and the def2-TZVPD basis.

Each line ends with the Löwdin spin population.
Geometry (Å):
1 C 1.181 -1.409 2.564  0.1378
2 C 0.201 -1.550 1.466  0.2069
3 C 0.696 -1.400 0.079  0.1231
4 C 0.453 0.123 -0.436  0.1388
5 N -0.480 2.437 -1.841  0.0179
6 C -1.291 1.507 -1.441  0.0055
7 N -0.908 0.459 -0.715  0.0336
8 H 2.137 -0.950 2.262  0.0302
9 H 0.841 -0.810 3.414  0.0136
10 H 1.539 -2.379 2.960  0.0651
11 H -0.283 -2.590 1.556  0.1389
12 H -0.683 -0.917 1.646  0.0445
13 H 1.762 -1.589 -0.046  0.0016
14 H 0.209 -1.913 -0.745  0.0241
15 H 1.093 0.220 -1.288  0.0033
16 H 0.988 0.733 0.313  0.0125
17 H 0.519 2.274 -1.895  0.0015
18 H -0.839 3.119 -2.504  0.0002
19 H -2.344 1.569 -1.698  -0.0001
20 H -1.628 -0.045 -0.213  0.0010

Orbital gap (alpha / beta) ... 12.17 / 5.27 eV
LUMO energy (alpha / beta) ... -7.561 / -14.237 eV
Spin multiplicity ... 2
Net charge ... +2

B:
Below is an isolated ion of composition C5H13N2 and charge +2, with properties calculated with the ωB97M-V functional and the def2-TZVPD basis.

Each line ends with the Löwdin spin population.
Geometry (Å):
1 C 0.847 -0.606 -2.119  0.1496
2 C 1.484 -1.371 -1.021  0.2184
3 C 0.588 -1.146 0.306  0.2183
4 C 0.757 0.257 0.882  0.0773
5 N -2.087 0.511 1.380  0.0258
6 C -1.462 1.270 0.532  0.0122
7 N -0.147 1.213 0.243  0.0810
8 H 1.060 0.460 -2.142  0.0143
9 H -0.230 -0.817 -2.199  0.0117
10 H 1.271 -0.989 -3.101  0.0945
11 H 2.517 -1.107 -0.791  0.0011
12 H 1.398 -2.453 -1.182  0.0427
13 H 0.865 -1.917 1.046  0.0062
14 H -0.430 -1.369 -0.007  0.0006
15 H 0.517 0.171 1.962  0.0408
16 H 1.776 0.653 0.795  0.0034
17 H -1.680 -0.292 1.825  0.0020
18 H -3.058 0.720 1.574  0.0006
19 H -1.994 2.164 0.206  -0.0003
20 H 0.194 2.053 -0.210  0.0001

Orbital gap (alpha / beta) ... 12.11 / 5.82 eV
LUMO energy (alpha / beta) ... -8.001 / -14.112 eV
Spin multiplicity ... 2
Net charge ... +2

What should be chosen as the least stable of them? Choose A.

A:
Below is an isolated ion of composition C5H13N2 and charge +2, with properties calculated with the ωB97M-V functional and the def2-TZVPD basis.

Each line ends with the Löwdin spin population.
Geometry (Å):
1 C -0.034 -1.478 1.917  0.0014
2 C -0.135 -0.236 1.050  0.0068
3 C 0.872 -0.295 -0.102  0.0170
4 C 0.656 0.644 -1.386  0.2066
5 C 1.298 1.860 -1.382  0.4619
6 N -0.463 0.321 -2.133  0.2467
7 N -1.637 -0.063 0.683  0.0037
8 H -0.499 -2.332 1.407  0.0001
9 H -0.457 -1.348 2.911  0.0001
10 H 1.022 -1.701 2.095  0.0000
11 H 0.060 0.678 1.607  0.0002
12 H 1.823 0.124 0.225  -0.0001
13 H 1.086 -1.321 -0.431  0.0050
14 H 2.160 1.899 -0.722  0.0185
15 H 1.097 2.703 -2.042  0.0172
16 H -0.667 1.089 -2.778  0.0015
17 H -0.335 -0.594 -2.582  0.0110
18 H -1.963 0.801 1.121  0.0002
19 H -1.657 0.125 -0.327  0.0020
20 H -2.226 -0.876 0.869  0.0000

Orbital gap (alpha / beta) ... 11.68 / 8.63 eV
LUMO energy (alpha / beta) ... -8.366 / -12.259 eV
Spin multiplicity ... 2
Net charge ... +2

B:
Below is an isolated ion of composition C5H13N2 and charge +2, with properties calculated with the ωB97M-V functional and the def2-TZVPD basis.

Each line ends with the Löwdin spin population.
Geometry (Å):
1 C 0.598 -1.037 -1.285  0.0073
2 C 1.398 0.085 -0.615  0.0256
3 C 0.569 1.227 0.013  0.0722
4 N -1.293 -0.544 2.766  0.2348
5 C -0.374 0.124 2.087  0.1453
6 C -0.574 0.802 0.878  0.4486
7 N -0.528 -0.505 -2.196  0.0024
8 H 1.208 -1.616 -1.974  0.0001
9 H 0.041 -1.671 -0.599  0.0035
10 H 2.051 0.505 -1.370  0.0010
11 H 2.022 -0.441 0.108  0.0000
12 H 1.236 1.810 0.663  0.0272
13 H 0.209 1.960 -0.701  -0.0005
14 H -2.223 -0.155 2.601  0.0052
15 H -1.025 -0.610 3.749  0.0071
16 H 0.626 0.025 2.506  0.0022
17 H -1.560 1.238 0.710  0.0156
18 H -1.253 0.003 -1.691  0.0024
19 H -0.933 -1.303 -2.697  0.0001
20 H -0.195 0.103 -2.953  0.0000

Orbital gap (alpha / beta) ... 10.73 / 9.79 eV
LUMO energy (alpha / beta) ... -7.838 / -10.979 eV
Spin multiplicity ... 2
Net charge ... +2

What should be chosen as the least stable of them? Choose A.

A:
Below is an isolated ion of composition C3H8N3S and charge +1, with properties calculated with the ωB97M-V functional and the def2-TZVPD basis.

Each line ends with the Mulliken charge.
Geometry (Å):
1 C -0.953 0.804 0.816  -0.3367
2 C 0.263 -1.292 1.204  -0.5647
3 C 0.676 0.034 -0.890  -1.0232
4 N -0.866 -2.176 1.145  -0.0656
5 N -0.020 -0.078 0.417  0.1711
6 N -0.974 2.000 0.302  -0.1071
7 S -0.733 -3.684 1.600  0.2547
8 H 0.497 -1.306 2.292  0.3486
9 H 1.071 -1.892 0.785  0.4403
10 H 0.906 -1.066 -1.124  0.2862
11 H 0.136 0.613 -1.541  0.4614
12 H 1.577 0.525 -0.803  0.3600
13 H -1.821 -1.624 1.018  0.4013
14 H -0.353 2.305 -0.397  0.1666
15 H -1.626 2.635 0.530  0.2070

Orbital gap (alpha / beta) ... 4.45 / 4.81 eV
LUMO energy (alpha / beta) ... -7.717 / -7.566 eV
SMILES ... C[N+](=C=[NH2+])CN[S-]
Spin multiplicity ... 1
Net charge ... +1

B:
Below is C3H8N3S as an isolated structure, with properties calculated with the ωB97M-V functional and the def2-TZVPD basis.

Each line ends with the Mulliken charge.
Geometry (Å):
1 C 1.285 0.884 -0.738  -0.2073
2 C 0.202 0.534 -0.036  -0.0889
3 C 2.628 -0.160 -2.555  0.3757
4 N 2.067 0.215 -1.585  -0.0134
5 N 3.575 -0.784 -3.172  -0.3560
6 N -2.455 -0.151 1.984  -0.6254
7 S -0.285 -1.138 0.192  -0.4307
8 H 1.609 1.940 -0.699  0.2922
9 H -1.578 -0.665 1.178  0.2176
10 H -0.322 1.292 0.553  0.2793
11 H 4.109 -1.520 -2.820  0.2352
12 H 3.707 -0.465 -4.139  0.2630
13 H -2.470 0.820 1.728  0.3377
14 H -1.976 -0.351 2.842  0.3656
15 H -3.408 -0.606 1.824  0.3552

Orbital gap (alpha / beta) ... 7.30 / 7.30 eV
LUMO energy (alpha / beta) ... -4.337 / -4.336 eV
Spin multiplicity ... 1
Net charge ... +1

C:
Below is an isolated ion of composition C3H8N3S and charge +1, with properties calculated with the ωB97M-V functional and the def2-TZVPD basis.

Each line ends with the Mulliken charge.
Geometry (Å):
1 C 0.325 -0.457 1.096  -0.5783
2 C -0.154 0.797 1.324  -0.1300
3 C 0.188 -0.032 -1.166  -0.3941
4 N 0.110 -0.934 -0.191  0.5411
5 N -0.322 -2.148 -0.477  -0.6653
6 N -0.852 1.479 0.381  -0.3445
7 S 1.395 1.276 -1.528  -0.0449
8 H 0.688 -0.961 1.888  0.5530
9 H -0.144 1.166 2.288  0.4518
10 H -0.264 -0.465 -2.060  0.3462
11 H -0.311 -2.303 -1.479  0.2535
12 H -0.946 -2.539 0.222  0.2557
13 H -1.215 2.346 0.741  0.2655
14 H -0.674 1.550 -0.601  0.2781
15 H 2.176 1.224 -0.437  0.2122

Orbital gap ... 8.53 eV
LUMO energy ... -4.720 eV
Spin multiplicity ... 1
Net charge ... +1

D:
Below is an isolated ion of composition C3H8N3S and charge +1, with properties calculated with the ωB97M-V functional and the def2-TZVPD basis.

Each line ends with the Mulliken charge.
Geometry (Å):
1 C -0.638 1.065 0.033  0.7981
2 C 0.506 0.131 0.356  -0.5648
3 C 1.201 -2.142 -0.168  -0.8529
4 N 0.629 -0.910 -0.557  -0.3794
5 N -1.873 0.629 0.119  -0.2644
6 N -0.437 2.343 -0.403  -0.3452
7 S -2.379 -0.976 0.390  0.1110
8 H 1.535 0.542 0.200  0.3683
9 H 0.425 -0.285 1.443  0.3611
10 H 0.779 -2.992 -0.860  0.2725
11 H 2.145 -1.991 -0.430  0.4139
12 H 1.266 -2.558 0.820  0.3723
13 H -2.539 1.382 0.204  0.2827
14 H 0.464 2.821 -0.386  0.2453
15 H -1.083 2.941 -0.762  0.1815

Orbital gap (alpha / beta) ... 9.36 / 6.30 eV
LUMO energy (alpha / beta) ... -4.339 / -6.777 eV
Spin multiplicity ... 1
Net charge ... +1

What should be chosen as the least stable of them? Choose A.

A:
Below is a 2-piece molecular cluster, C3H10N3O overall, with properties calculated with the ωB97M-V functional and the def2-TZVPD basis.

Each line ends with the Mulliken charge.
Geometry (Å):
1 C -1.044 0.319 -2.137  0.1966
2 N -0.944 1.099 -3.205  -0.3146
3 O -1.695 0.608 -1.131  -0.7408
4 H -0.487 -0.624 -2.205  0.3300
5 H -1.520 1.930 -3.253  0.2633
6 H -0.535 0.720 -4.044  0.2475
7 C 0.763 -1.137 1.512  0.0019
8 C 0.749 0.194 1.532  -0.5075
9 N -0.525 0.892 1.245  -0.1283
10 N 1.825 -1.901 1.903  -0.4432
11 H -0.133 -1.663 1.191  0.3080
12 H 1.623 0.813 1.645  0.2813
13 H -0.456 1.887 1.438  0.3786
14 H -0.878 0.760 0.251  0.2141
15 H -1.258 0.508 1.838  0.4148
16 H 2.748 -1.525 1.745  0.2398
17 H 1.768 -2.880 1.674  0.2586

Orbital gap ... 9.96 eV
LUMO energy ... -2.727 eV
Spin multiplicity ... 1
Net charge ... +1

B:
Below is a 2-piece molecular cluster, C3H10N3O overall, with properties calculated with the ωB97M-V functional and the def2-TZVPD basis.

Each line ends with the Mulliken charge.
Geometry (Å):
1 N 0.187 -1.872 2.352  -0.2776
2 C 0.195 -2.159 1.078  0.2495
3 N 1.278 -2.510 0.429  -0.2974
4 H 1.040 -1.900 2.884  0.2230
5 H -0.668 -1.590 2.804  0.2575
6 H -0.729 -2.033 0.534  0.3238
7 H 1.222 -2.730 -0.543  0.2529
8 H 2.179 -2.477 0.885  0.2255
9 O 0.255 0.398 0.326  -0.4261
10 C 0.163 1.490 -0.185  -0.0193
11 C -0.353 1.727 -1.573  -0.3663
12 N -1.220 2.910 -1.625  -0.6233
13 H 0.417 2.374 0.419  0.4020
14 H 0.527 1.867 -2.211  0.3129
15 H -0.867 0.829 -1.936  0.2711
16 H -1.589 2.974 -2.566  0.2550
17 H -2.037 2.702 -1.071  0.2368

Orbital gap ... 9.57 eV
LUMO energy ... -3.273 eV
Spin multiplicity ... 1
Net charge ... +1

What should be chosen as the least stable of them? Choose B.

A:
Below is one molecule with the formula C8H7N, with properties calculated with the ωB97M-V functional and the def2-TZVPD basis.

Each line ends with the Mulliken charge.
Geometry (Å):
1 C -1.361 -1.436 0.009  -0.4861
2 C -2.281 -0.402 0.081  -0.4381
3 C -0.016 -1.157 -0.148  -0.3433
4 C -1.852 0.911 -0.014  -0.4466
5 C 0.414 0.160 -0.250  0.4795
6 C -0.507 1.189 -0.184  -0.4897
7 C 2.762 0.198 0.697  -0.1542
8 C 1.842 0.502 -0.392  -0.2250
9 N 2.829 -0.607 -0.257  -0.5330
10 H -1.692 -2.461 0.077  0.3712
11 H -3.331 -0.620 0.211  0.3647
12 H 0.712 -1.954 -0.203  0.4071
13 H -2.566 1.720 0.048  0.3686
14 H 3.129 0.438 1.664  0.3261
15 H -0.171 2.213 -0.263  0.3716
16 H 2.087 1.308 -1.076  0.4272

Orbital gap ... 9.90 eV
LUMO energy ... 1.041 eV
SMILES ... C1=N[C@H]1c1ccccc1
Spin multiplicity ... 1

B:
Below is a 2-piece molecular cluster, C8H7N overall, with properties calculated with the ωB97M-V functional and the def2-TZVPD basis.

Each line ends with the Mulliken charge.
Geometry (Å):
1 C 0.331 -1.483 -2.849  -0.2959
2 N -0.356 -1.620 -3.799  -0.4591
3 C 0.645 -0.634 -0.724  -0.1131
4 C 0.014 -1.363 0.266  -0.2061
5 C -0.752 -0.879 1.342  -0.2252
6 C -1.009 0.444 1.711  -0.2276
7 C -0.472 1.601 1.168  -0.2164
8 C 0.442 1.711 0.126  -0.2179
9 C 0.963 0.710 -0.702  -0.2136
10 H 1.201 -1.254 -1.484  0.3938
11 H 0.101 -2.455 0.213  0.3162
12 H -1.160 -1.654 2.018  0.2858
13 H -1.708 0.572 2.556  0.2819
14 H -0.797 2.545 1.631  0.2866
15 H 0.854 2.718 -0.039  0.2904
16 H 1.701 1.042 -1.433  0.3201

Orbital gap ... 6.45 eV
LUMO energy ... -1.633 eV
Spin multiplicity ... 1

What should be chosen as the least stable of them? Choose B.